{
  "formula": "C24H53FGaO6Si",
  "method": "ωB97M-V/def2-TZVPD",
  "symbols": ["C", "C", "C", "F", "Ga", "Si", "C", "C", "C", "H", "H", "H", "H", "H", "H", "H", "H", "H", "H", "H", "H", "H", "H", "H", "H", "H", "C", "C", "O", "C", "H", "H", "H", "H", "H", "H", "C", "C", "O", "C", "H", "H", "H", "H", "H", "H", "C", "C", "O", "C", "H", "H", "H", "H", "H", "H", "C", "C", "O", "C", "H", "H", "H", "H", "H", "H", "C", "C", "O", "C", "H", "H", "H", "H", "H", "H", "C", "C", "O", "C", "H", "H", "H", "H", "H", "H"],
  "positions_angstrom": [[-2.5608, -2.9456, -1.4709], [-2.0051, -1.5214, -1.3257], [-0.7032, -1.5509, -0.5498], [-0.0303, -0.2968, -0.7290], [-0.8015, -2.0748, 1.4519], [1.2250, -3.2002, 2.1581], [2.3956, -3.6296, 0.7046], [2.2177, -2.0624, 3.3194], [0.7274, -4.8397, 2.9963], [-1.7252, -3.6115, -1.7009], [-3.3243, -3.0176, -2.2412], [-2.9396, -3.2451, -0.4987], [-2.7799, -0.9343, -0.8341], [-1.7930, -1.0921, -2.3155], [-0.0741, -2.3006, -1.0433], [-0.9334, -0.7591, 2.3904], [-2.1090, -2.9757, 1.7213], [3.2289, -2.9320, 0.6464], [1.8523, -3.6734, -0.2366], [2.8186, -4.6220, 0.8851], [3.2664, -2.3582, 3.4082], [1.7673, -1.9346, 4.3019], [2.2284, -1.0855, 2.8317], [0.2527, -4.6819, 3.9630], [-0.0196, -5.3107, 2.3572], [1.5716, -5.5303, 3.0773], [-7.0185, -0.8329, -1.0258], [-5.9390, -0.7679, 0.0296], [-4.9715, -1.4871, -0.0102], [-6.1229, 0.2472, 1.1320], [-6.7631, -1.5999, -1.7549], [-7.9779, -1.0809, -0.5667], [-7.1016, 0.1311, -1.5278], [-7.0441, 0.0412, 1.6806], [-6.1809, 1.2515, 0.7085], [-5.2782, 0.1908, 1.8154], [-10.6638, 3.0180, -0.6580], [-9.6031, 2.2119, -1.3684], [-8.4676, 2.1625, -0.9584], [-10.0247, 1.4695, -2.6132], [-10.2297, 3.4979, 0.2159], [-11.0612, 3.7837, -1.3263], [-11.4788, 2.3658, -0.3398], [-10.3962, 2.1730, -3.3601], [-10.8141, 0.7552, -2.3731], [-9.1722, 0.9333, -3.0235], [8.0915, -1.7800, 4.1651], [6.8188, -1.8629, 3.3560], [6.4121, -2.9217, 2.9374], [6.0849, -0.5706, 3.0922], [8.5091, -2.7784, 4.2788], [8.8160, -1.1463, 3.6496], [7.8820, -1.3661, 5.1532], [6.7299, 0.1133, 2.5387], [5.7819, -0.1109, 4.0345], [5.1941, -0.7742, 2.5012], [-2.4225, 1.8312, -5.1159], [-3.8705, 1.9597, -4.7127], [-4.7573, 1.9971, -5.5371], [-4.1552, 2.0362, -3.2356], [-2.3502, 1.7844, -6.2005], [-1.8566, 2.6916, -4.7553], [-1.9957, 0.9232, -4.6870], [-3.6589, 2.9057, -2.8018], [-3.7909, 1.1355, -2.7366], [-5.2280, 2.1230, -3.0741], [10.2804, 1.5386, -0.4904], [9.1506, 1.0262, 0.3717], [9.3433, 0.6830, 1.5183], [7.7838, 0.9656, -0.2545], [11.2067, 1.5321, 0.0803], [10.3966, 0.9017, -1.3686], [10.0675, 2.5580, -0.8159], [7.8010, 0.3004, -1.1206], [7.4724, 1.9582, -0.5640], [7.0696, 0.5881, 0.4691], [3.2251, 2.9062, -0.8436], [4.3360, 3.2772, 0.1040], [5.4230, 2.7446, 0.0454], [4.0331, 4.3339, 1.1368], [3.5722, 2.1364, -1.5283], [2.3685, 2.5226, -0.2869], [2.9150, 3.7825, -1.4159], [3.2078, 4.0073, 1.7710], [3.7561, 5.2678, 0.6447], [4.9127, 4.5022, 1.7543]],
  "atomic_forces_ev_per_a": [[0.686, 0.342, 0.295], [-0.031, -0.192, -0.207], [-0.250, -0.368, 0.503], [-0.008, 0.053, -0.113], [-0.060, 0.323, 0.164], [-0.597, 0.319, -0.255], [-0.089, -0.434, 0.562], [0.303, -0.152, -0.350], [0.393, 0.042, -0.309], [-0.114, -0.189, -0.230], [-0.122, -0.048, 0.022], [-0.270, -0.178, -0.053], [0.136, 0.305, 0.022], [-0.136, 0.079, -0.087], [0.221, 0.154, -0.152], [-0.031, 0.120, -0.120], [0.013, -0.118, -0.070], [0.006, 0.148, -0.171], [0.049, 0.139, -0.129], [0.133, -0.044, -0.064], [0.031, -0.170, 0.241], [-0.021, -0.046, 0.083], [-0.109, 0.125, 0.022], [0.079, 0.013, 0.146], [-0.063, -0.039, -0.072], [0.001, -0.058, 0.262], [0.138, -0.203, -0.165], [0.105, -0.029, 0.062], [-0.181, 0.002, -0.048], [0.200, -0.041, 0.087], [0.026, -0.021, 0.038], [-0.045, 0.151, -0.009], [-0.143, 0.048, 0.101], [-0.068, 0.104, -0.067], [-0.162, -0.006, 0.004], [0.011, -0.030, -0.024], [0.150, 0.040, 0.133], [0.078, -0.029, -0.005], [-0.034, 0.082, 0.012], [0.196, -0.055, 0.010], [0.013, -0.009, -0.006], [-0.107, -0.072, -0.023], [-0.075, 0.040, -0.100], [-0.119, -0.033, 0.024], [-0.090, 0.078, -0.049], [0.004, 0.007, 0.005], [0.054, -0.174, -0.047], [-0.083, -0.074, -0.046], [0.052, 0.027, -0.008], [-0.164, -0.174, -0.174], [-0.030, -0.009, 0.003], [-0.059, 0.139, 0.086], [0.055, 0.135, -0.045], [0.088, 0.090, 0.218], [0.115, 0.099, -0.012], [-0.015, -0.041, 0.037], [-0.083, -0.029, -0.221], [-0.054, -0.005, -0.029], [0.035, 0.012, 0.019], [-0.254, -0.047, -0.025], [-0.017, 0.004, 0.003], [0.055, -0.079, 0.114], [0.065, 0.080, 0.118], [0.118, -0.092, 0.058], [0.136, 0.080, 0.057], [-0.003, 0.007, -0.019], [0.142, -0.022, 0.186], [-0.121, -0.119, 0.102], [0.055, 0.025, -0.033], [0.282, -0.214, 0.171], [-0.014, -0.007, 0.008], [-0.065, 0.088, -0.079], [-0.043, -0.044, -0.122], [0.004, 0.107, -0.074], [-0.038, 0.016, -0.151], [-0.068, 0.022, -0.045], [0.157, -0.115, -0.038], [-0.004, -0.142, -0.050], [-0.151, 0.209, 0.031], [0.212, -0.029, 0.078], [-0.004, -0.010, 0.015], [-0.068, 0.082, -0.030], [-0.114, 0.020, 0.082], [-0.087, 0.069, -0.071], [-0.135, -0.023, 0.023], [0.003, -0.012, -0.009]],
  "charge": -1,
  "homo_ev": -3.63,
  "largest_force_ev_per_a": 0.8,
  "total_energy_ev": -101004.15648
}